The following is a quantum chemistry calculation of C6H6O2 as an isolated structure in a non-equilibrium geometry, from the Open Molecules 2025 dataset.

The geometry in ORCA input format:
```
! RIJCOSX wB97M-V def2-TZVPD def2/J DEFGRID3
* xyz 0 1
C -1.5863 1.4402 0.0664
C 0.0863 -1.9012 0.1373
C -1.4031 0.1038 0.1450
C -0.1101 -0.5728 0.0199
C 1.0415 0.2654 -0.5646
C 2.5378 0.5406 0.5835
O 2.2763 -0.4766 -0.2955
O 1.4442 1.2339 0.3298
H -2.7268 1.6800 0.0112
H -0.7831 2.1825 -0.0948
H 1.1864 -2.1708 0.2225
H -0.5736 -2.4967 0.8256
H -2.3223 -0.3940 0.2231
H 0.9329 0.5655 -1.6095
*
```

Output
E_LUMO: 0.2 eV
HOMO: -9.561 eV
HOMO-LUMO gap: 9.729 eV
Energy above the lowest of the compared OMol25 structures with the same formula, charge and spin: 4.1598 eV